[1]
DFT (ωB97M-V/def2-TZVPD) results for a structure of composition C23H42BaCl2N2O3P.

```
! wB97M-V def2-TZVPD RIJCOSX def2/J DEFGRID3
* xyz -1 1
O 0.0314 1.3361 -3.4072
C -0.5539 1.1880 -4.4891
C -0.2695 1.9357 -5.7138
C 0.8681 2.7676 -5.8436
H 1.5786 2.8238 -5.0179
C 1.0376 3.5043 -7.0092
H 1.9220 4.1286 -7.1095
C 0.0777 3.4723 -8.0349
H 0.1745 4.1309 -8.9029
C -1.0165 2.6031 -7.9199
H -1.7518 2.5412 -8.7226
C -1.1861 1.8326 -6.7727
H -2.0257 1.1519 -6.6545
H -1.3355 0.4126 -4.5755
C -3.0910 2.2269 -0.7477
C -2.6357 1.2250 0.2015
H -4.0495 2.6697 -0.4389
H -3.2102 1.7572 -1.7340
H -2.3318 3.0103 -0.8955
C -2.9666 0.7542 1.3719
C -4.1916 1.1810 2.2037
H -2.3687 -0.0249 1.8766
H -4.6782 2.0767 1.7794
H -3.8953 1.4176 3.2392
H -4.9550 0.3868 2.2699
Ba -0.1697 0.0219 -1.1916
Cl 1.1760 2.3729 -0.0508
Cl -1.7597 -1.8859 -2.9774
H 4.0270 0.3502 -3.0028
H 5.4312 1.2657 -1.5991
C 3.1962 0.1940 -2.3081
C 4.7944 1.1987 -0.7133
N 3.7536 0.2254 -0.9656
H 2.7217 -0.7750 -2.5084
C 3.1880 -0.4189 0.0655
O 2.0970 -1.0223 0.0079
H 5.3696 0.8588 0.1549
H 3.7872 -0.3579 1.0000
H 2.4842 1.0184 -2.4788
H 4.3498 2.1832 -0.5128
H -1.6879 -5.3121 1.6816
H -0.6228 -6.0743 -0.7728
C -2.1479 -4.5073 1.0914
C -1.2063 -5.2098 -1.1062
N -1.3184 -4.2106 -0.0663
H -2.2471 -3.6153 1.7100
C -0.7830 -3.0075 -0.2765
O -0.9220 -2.0215 0.4738
H -0.6995 -4.7520 -1.9552
H -0.2266 -2.9365 -1.2311
H -3.1394 -4.8389 0.7526
H -2.1925 -5.5481 -1.4415
C -1.8487 -0.3758 5.4666
C -0.5454 0.3781 5.1989
P 0.0057 0.2600 3.4301
C 1.5657 1.2453 3.4199
C 2.3490 1.3753 4.7283
C 0.7156 -1.4679 3.3561
C 1.3399 -2.0455 4.6215
H -1.7186 -1.4643 5.4373
H -2.2107 -0.1165 6.4672
H -2.6373 -0.1084 4.7530
H -0.6852 1.4564 5.3910
H 0.2613 0.0269 5.8618
H 2.1852 0.8195 2.6135
H 1.2582 2.2294 3.0302
H 2.8618 0.4411 4.9953
H 3.1192 2.1464 4.5961
H 1.7153 1.6740 5.5732
H -0.1214 -2.0896 3.0006
H 1.4367 -1.4372 2.5216
H 0.6855 -1.9664 5.4993
H 1.5354 -3.1121 4.4512
H 2.3027 -1.5731 4.8552
*
```

**Relative energy (zero: lowest compared OMol25 entry of this formula, charge and spin)**: 0.000 eV
**Kohn-Sham gap (alpha / beta)**: 3.070 / 3.072 eV
**LUMO (alpha / beta)**: 1.55 / 1.55 eV

[2]
DFT (ωB97M-V/def2-TZVPD) results for the molecule C5H7NO.

```
! wB97M-V def2-TZVPD RIJCOSX def2/J DEFGRID3
* xyz 0 1
H 2.2056 -1.0095 -0.0878
N 1.3705 -1.5426 0.0239
C 0.3138 -0.8837 -0.0280
C -1.0949 -1.2952 0.1677
C -1.6260 0.1541 -0.0020
O -2.7400 0.5906 0.1713
C 0.0334 0.4881 -0.4403
C 0.9263 1.5026 0.2274
H -1.3277 -1.9334 -0.5847
H -1.3293 -1.8580 1.0708
H -0.0880 0.5985 -1.4773
H 1.4002 1.0307 1.0690
H 0.3197 2.3604 0.4541
H 1.6365 1.7974 -0.5640
*
```

**SMILES**: [H]/N=C1/CC(=O)[C@H]1C
**Relative energy (zero: lowest compared OMol25 entry of this formula, charge and spin)**: 2.483 eV
**Kohn-Sham gap**: 9.852 eV
**LUMO**: 0.60 eV

[3]
DFT (ωB97M-V/def2-TZVPD) results for a structure of composition H2NO4S2.

```
! wB97M-V def2-TZVPD RIJCOSX def2/J DEFGRID3
* xyz -1 1
N -1.0621 1.8742 -0.8391
O 2.5640 -0.2472 0.1826
O -2.4509 -1.5183 0.3692
O -0.0501 -1.6803 -0.0202
O -1.1765 0.6254 -1.1120
S -0.8763 2.4520 0.6029
S -1.1524 -0.8615 0.4300
H 1.9722 0.4940 0.0164
H 2.2322 -1.1382 0.3702
*
```

**Relative energy (zero: lowest compared OMol25 entry of this formula, charge and spin)**: 1.604 eV
**Kohn-Sham gap**: 7.380 eV
**LUMO**: 3.57 eV

[4]
DFT (ωB97M-V/def2-TZVPD) results for a cluster of 10 separate species, C18H59N3O10 in total.

```
! wB97M-V def2-TZVPD RIJCOSX def2/J DEFGRID3
* xyz 0 1
C -2.2970 4.3547 -5.0598
O -2.5248 3.2365 -4.2199
C -3.7349 3.2799 -3.5045
C -3.8809 1.9696 -2.7358
C -4.9374 2.1201 -1.6264
N -2.5732 1.5970 -2.0972
H -2.2383 5.2775 -4.4827
H -3.1762 4.4347 -5.7169
H -1.4727 4.1427 -5.7316
H -3.8110 4.1911 -2.8981
H -4.5946 3.3775 -4.1843
H -4.0951 1.1547 -3.4315
H -4.8761 1.2253 -1.0173
H -5.9009 2.2475 -2.1311
H -4.7465 3.0538 -1.1025
H -2.3920 0.6081 -2.2015
H -1.9264 2.1027 -2.6999
C -6.1163 -2.5045 3.5309
O -5.4917 -3.0131 2.3491
C -4.0887 -2.9866 2.4372
C -3.3748 -1.6270 2.5361
C -3.7128 -0.8437 1.2626
N -1.9365 -1.8517 2.5816
H -5.8849 -3.2193 4.3255
H -7.1777 -2.4054 3.3378
H -5.7039 -1.5375 3.8241
H -3.7681 -3.6587 3.2495
H -3.7535 -3.4752 1.5189
H -3.7974 -1.0956 3.3962
H -3.4830 -1.4424 0.3775
H -3.1662 0.0966 1.1688
H -4.7824 -0.6340 1.2032
H -1.7471 -2.3948 3.4296
H -1.4750 -0.9694 2.7968
C 1.2542 1.7417 2.6193
O 1.9645 2.4151 3.6268
C 3.0804 1.7476 4.1120
C 3.4962 2.3629 5.4465
C 5.0168 2.2436 5.6811
N 2.7080 1.8932 6.5919
H 1.9282 1.5042 1.7830
H 0.4995 2.4100 2.2093
H 0.8252 0.7971 2.9693
H 3.0190 0.6606 4.2918
H 3.9416 1.8095 3.4285
H 3.3633 3.4441 5.2879
H 5.2915 2.5835 6.6810
H 5.5741 2.7930 4.9267
H 5.3138 1.1901 5.6811
H 1.7462 1.9987 6.2582
H 2.7777 2.6043 7.3150
C 8.0625 -1.3813 -1.5562
C 7.0146 -1.7345 -0.5184
O 6.5417 -0.5626 0.1533
H 7.6874 -0.7391 -2.3560
H 8.4285 -2.2670 -2.0860
H 8.9258 -0.9037 -1.0955
H 7.4668 -2.3340 0.2722
H 6.1718 -2.3015 -0.9188
H 5.8529 -0.1741 -0.3982
C -2.5580 -1.9941 -3.0093
C -1.6677 -2.3935 -4.1876
O -1.0710 -1.2830 -4.8197
H -3.3883 -1.3941 -3.3788
H -1.8751 -1.5863 -2.2584
H -2.9614 -2.8626 -2.4866
H -2.2763 -2.9515 -4.9084
H -0.9387 -3.0994 -3.7732
H -0.6883 -1.5466 -5.6582
C -0.0510 -0.1913 -0.2837
C 1.2401 0.1836 -0.9913
O 2.3339 -0.6210 -0.5822
H -0.9210 0.2342 -0.7875
H -0.1404 0.2380 0.7140
H -0.1704 -1.2712 -0.3511
H 1.4399 1.2280 -0.7347
H 1.0592 0.0573 -2.0597
H 3.1647 -0.1721 -0.7773
O -0.6139 -3.5963 0.7437
H -1.0622 -2.9265 1.3210
H -0.1071 -4.1535 1.3450
O 2.0117 -0.0885 -4.4695
H 1.0825 -0.1252 -4.7352
H 2.0240 -0.4865 -3.5920
O 4.6178 0.9534 -1.7864
H 4.2146 0.5815 -2.5846
H 4.5556 1.9088 -1.9033
O 1.3276 -3.3228 -1.2244
H 1.6082 -2.4362 -0.9412
H 0.4971 -3.4948 -0.7299
*
```

**SMILES**: COC[C@H](C)N.COC[C@H](C)N.COC[C@H](C)N.CCO.CCO.CCO.O.O.O.O
**Relative energy (zero: lowest compared OMol25 entry of this formula, charge and spin)**: 0.000 eV
**Kohn-Sham gap**: 9.572 eV
**LUMO**: 0.35 eV

[5]
DFT (ωB97M-V/def2-TZVPD) results for a structure of composition C8H11BBr3CaClN3NaO13PSV.

```
! wB97M-V def2-TZVPD RIJCOSX def2/J DEFGRID3
* xyz 0 1
C 1.5460 -2.8763 6.5388
C 1.1226 -3.4796 5.2168
C 1.5670 -2.8226 3.7435
N 2.6990 -3.4866 3.0397
N 3.0883 -2.9729 1.8406
C 2.5951 -1.7746 1.0642
C 1.3211 -0.9104 1.7184
B 0.6931 0.4158 0.9414
N -0.6435 0.4321 0.1924
O 1.5325 1.6628 1.0198
C 0.7334 -1.4890 3.1739
P -0.7443 -0.6581 4.0380
O -0.9818 -1.0717 5.5428
O -0.6770 1.1144 4.0202
O -2.2064 -1.1458 3.1562
H 2.5469 -3.2681 7.0538
H 0.8716 -2.0702 7.0882
H 0.4851 -4.4880 5.2045
H 3.8809 -3.4985 1.3562
H 3.0961 -1.4799 0.0235
H -0.4327 0.3211 -0.8373
H -1.1094 1.3522 0.3744
H 2.4851 1.3838 1.1880
H -0.8608 1.3959 4.9783
H -1.9581 -2.0886 2.8517
C -0.5088 1.8238 -4.2222
Br -2.0727 1.9279 -5.3745
Br -0.4912 3.2465 -2.8956
Br -0.3282 0.0684 -3.4037
H 0.3689 1.9709 -4.8603
C -3.9127 -0.1543 -3.3504
O -4.0639 -0.4380 -4.5288
O -4.2629 0.9074 -2.8224
O -3.3860 -0.8851 -2.5035
Ca -3.2629 -0.0991 4.7716
Cl -2.6629 -2.6876 -3.7313
O 2.2570 3.6083 -5.8172
S 3.3371 3.0290 -4.9979
O 4.3839 2.4821 -5.8803
O 2.7903 1.9492 -4.1563
O 3.9171 4.0766 -4.1379
Na 3.3371 1.5656 2.8313
O -6.3762 3.7961 -5.2649
V -5.3629 3.0371 -6.4829
O -4.3497 2.2780 -7.7010
*
```

**Kohn-Sham gap**: 1.193 eV
**LUMO**: -4.68 eV

[6]
DFT (ωB97M-V/def2-TZVPD) results for a structure of composition C6H10O.

```
! wB97M-V def2-TZVPD RIJCOSX def2/J DEFGRID3
* xyz 0 1
O 2.4191 -0.5938 2.1492
C 2.5121 -0.7870 0.9603
C 1.5428 -0.2511 -0.0677
C 0.4286 0.5672 0.5408
C -1.0972 0.9288 -0.9766
C -1.6605 -0.4583 -1.0484
C -2.3549 0.5976 -0.2308
H 3.3479 -1.3919 0.5486
H 2.1203 0.3341 -0.7976
H 1.1448 -1.1062 -0.6318
H 0.7916 1.4254 1.1148
H -0.2504 -0.0128 1.1618
H -0.0497 1.2459 -0.4343
H -2.0564 -0.7522 -2.0191
H -1.2165 -1.2867 -0.4997
H -3.2517 1.0798 -0.6167
H -2.3699 0.4612 0.8473
*
```

**Relative energy (zero: lowest compared OMol25 entry of this formula, charge and spin)**: 5.038 eV
**Kohn-Sham gap**: 9.155 eV
**LUMO**: 0.85 eV

[7]
DFT (ωB97M-V/def2-TZVPD) results for the molecule C28H26N6O2S2.

```
! wB97M-V def2-TZVPD RIJCOSX def2/J DEFGRID3
* xyz 0 1
C 7.6649 3.4991 2.2910
C 6.2902 3.5302 1.6414
O 5.4463 2.6727 2.3800
C 4.1410 2.5485 1.9984
C 3.5573 3.1828 0.9088
C 2.2215 2.9721 0.6201
C 1.4276 2.1236 1.3906
N 0.1334 1.8592 0.9710
C -0.9535 1.4681 1.8455
C -1.9230 0.6673 1.0478
N -2.8682 1.1786 0.3103
N -3.5336 0.1806 -0.2834
C -2.9799 -0.9403 0.0852
S -3.4473 -2.5313 -0.4438
C -3.4896 -2.3481 -2.2671
C -4.2577 -1.1399 -2.7317
O -5.4457 -1.1417 -2.9316
N -3.5204 -0.0071 -3.0121
C -2.2173 0.2875 -2.7332
N -1.3166 -0.5135 -2.2926
C -0.1110 0.1021 -2.0980
C 0.9987 -0.6759 -1.5644
C 0.8669 -2.0586 -1.4331
C 1.8964 -2.8146 -0.9084
C 3.0696 -2.2034 -0.4974
C 3.2079 -0.8300 -0.6179
C 2.1856 -0.0702 -1.1526
C -0.1079 1.4277 -2.4267
S -1.6548 1.9379 -2.9844
N -1.9391 -0.7001 0.9477
C -1.1245 -1.6404 1.6013
C -1.7061 -2.7538 2.1970
C -0.9040 -3.6747 2.8455
C 0.4659 -3.4816 2.9153
C 1.0385 -2.3688 2.3229
C 0.2504 -1.4482 1.6566
C 2.0205 1.5015 2.4910
C 3.3501 1.7127 2.7848
H 7.5943 3.8349 3.3219
H 8.3458 4.1489 1.7487
H 8.0553 2.4852 2.2839
H 6.3573 3.1898 0.5977
H 5.8909 4.5546 1.6500
H 4.1259 3.8478 0.2777
H 1.7802 3.4818 -0.2260
H -0.1831 2.4633 0.2246
H -1.4846 2.3417 2.2515
H -0.5726 0.8686 2.6727
H -2.4596 -2.3264 -2.6169
H -4.0090 -3.2473 -2.5988
H -4.0979 0.7849 -3.2726
H -0.0523 -2.5295 -1.7440
H 1.7806 -3.8842 -0.8135
H 3.8729 -2.7946 -0.0833
H 4.1147 -0.3443 -0.2889
H 2.3066 0.9981 -1.2318
H 0.7025 2.1252 -2.3925
H -2.7762 -2.8896 2.1546
H -1.3546 -4.5415 3.3040
H 1.0862 -4.1992 3.4305
H 2.1052 -2.2120 2.3683
H 0.6998 -0.6001 1.1670
H 1.4508 0.8431 3.1279
H 3.8050 1.2297 3.6351
*
```

**SMILES**: CCOc1ccc(NCc2nnc(SCC(=O)Nc3nc(-c4ccccc4)cs3)n2-c2ccccc2)cc1
**Relative energy (zero: lowest compared OMol25 entry of this formula, charge and spin)**: 0.000 eV
**Kohn-Sham gap**: 8.100 eV
**LUMO**: 0.47 eV

[8]
DFT (ωB97M-V/def2-TZVPD) results for the molecule C5H6O.

```
! wB97M-V def2-TZVPD RIJCOSX def2/J DEFGRID3
* xyz 0 1
C -1.5623 2.0776 0.1458
C -1.1455 0.8710 0.4061
C -0.6251 -0.3157 0.5739
C 0.8643 -0.4514 0.4002
C 1.3161 -1.4065 -0.6819
O 1.6473 0.2112 1.0419
H -1.7959 2.3708 -0.8746
H -1.6665 2.8202 0.9302
H -1.2368 -1.2011 0.7387
H 2.3231 -1.1242 -0.9953
H 0.6314 -1.3809 -1.5352
H 1.3406 -2.4326 -0.2987
*
```

**SMILES**: C=C=CC(C)=O
**Relative energy (zero: lowest compared OMol25 entry of this formula, charge and spin)**: 1.538 eV
**Kohn-Sham gap**: 10.481 eV
**LUMO**: 0.91 eV